Version w
Entry from the OMol25 dataset: an isolated molecule of C7H8O2 (wB97M-V/def2-TZVPD).

Bonds (Å) are listed after each position.
Atoms and positions in Å:
1 C 2.53 -0.55 0.33  O2 1.370, H10 1.142, H11 1.135, H12 1.106
2 O 1.72 -0.21 -0.72  C1 1.370, C3 1.409
3 C 0.38 -0.19 -0.28  O2 1.409, C4 1.407, C8 1.429
4 C -0.41 -1.36 -0.28  C3 1.407, C5 1.376, H13 1.101
5 C -1.78 -1.26 -0.24  C4 1.376, C6 1.427, H14 1.093
6 C -2.27 0.06 0.01  C5 1.427, C7 1.421, H15 1.131
7 C -1.52 1.27 0.01  C6 1.421, C8 1.420, H16 1.120
8 C -0.13 1.14 -0.24  C3 1.429, C7 1.420, O9 1.356
9 O 0.75 2.17 -0.29  C8 1.356, H17 0.956
10 H 2.14 -0.21 1.35  C1 1.142
11 H 2.61 -1.66 0.57  C1 1.135
12 H 3.51 -0.10 0.10  C1 1.106
13 H 0.18 -2.26 -0.52  C4 1.101
14 H -2.43 -2.13 -0.11  C5 1.093
15 H -3.40 0.14 0.13  C6 1.131
16 H -2.10 2.20 0.23  C7 1.120
17 H 0.24 2.93 -0.03  O9 0.956

Calculated values
- SMILES string = COc1ccccc1O
- HOMO level (eV) = -8.5837
- multiplicity = 1

Löwdin population analysis, charges in e, atoms 1 to 8: C -0.149; O -0.110; C -0.219; C -0.027; C -0.093; C -0.101; C -0.018; C -0.243



Version x
Entry from the OMol25 dataset: an isolated molecule of C7H8O2 (wB97M-V/def2-TZVPD).

Bonds (Å) are listed after each position.
Atoms and positions in Å:
1 C -3.59 -1.27 0.94  C2 1.201, H10 1.058
2 C -2.53 -1.23 0.36  C1 1.201, C3 1.451
3 C -1.27 -1.31 -0.33  C2 1.451, O4 1.221, C5 1.457
4 O -0.77 -2.38 -0.65  C3 1.221
5 C -0.68 0.00 -0.62  C3 1.457, O6 1.409, C7 1.720, H11 1.084
6 O 0.39 0.03 -1.53  C5 1.409, C7 1.357
7 C 0.95 0.48 -0.38  C5 1.720, O6 1.357, C8 1.502, C9 1.500
8 C 1.43 1.90 -0.41  C7 1.502, H12 1.089, H13 1.088, H14 1.091
9 C 1.66 -0.46 0.56  C7 1.500, H15 1.091, H16 1.086, H17 1.093
10 H -4.46 -1.41 1.52  C1 1.058
11 H -1.30 0.88 -0.54  C5 1.084
12 H 1.19 2.37 -1.37  C8 1.089
13 H 2.50 1.96 -0.27  C8 1.088
14 H 0.94 2.49 0.37  C8 1.091
15 H 1.63 -0.08 1.58  C9 1.091
16 H 1.22 -1.45 0.53  C9 1.086
17 H 2.71 -0.53 0.26  C9 1.093

Calculated values
- SMILES string = C#CC(=O)[C@@H]1OC1(C)C
- HOMO level (eV) = -9.4987
- multiplicity = 1

Löwdin population analysis, charges in e, atoms 1 to 8: C 0.156; C -0.030; C -0.415; O 0.108; C -0.106; O 0.014; C -0.416; C -0.005



Version y
Entry from the OMol25 dataset: a cluster of 2 separate species, C7H8O2 in total (wB97M-V/def2-TZVPD).

Bonds (Å) are listed after each position.
Atoms and positions in Å:
1 C -0.38 0.69 1.32  C2 1.188
2 C -0.91 1.36 2.14  C1 1.188, C6 1.532
3 C 0.90 -0.28 -0.95  C4 1.349, C5 1.365, H10 1.050
4 C 1.81 0.19 -0.08  C3 1.349, O9 1.154
5 C 0.74 -1.42 -1.69  C3 1.365, C7 1.513, O8 1.373
6 C -1.63 2.22 3.19  C2 1.532, H11 1.081, H12 0.996, H13 1.087
7 C -0.40 -1.48 -2.68  C5 1.513, H14 1.113, H15 1.096, H16 1.140
8 O 1.48 -2.56 -1.47  C5 1.373, H17 1.052
9 O 2.83 0.58 0.30  C4 1.154
10 H 0.17 0.48 -0.92  C3 1.050
11 H -1.77 1.54 4.02  C6 1.081
12 H -2.42 2.67 2.78  C6 0.996
13 H -0.92 2.96 3.56  C6 1.087
14 H -0.66 -2.55 -2.80  C7 1.113
15 H -0.03 -1.05 -3.62  C7 1.096
16 H -1.21 -0.87 -2.15  C7 1.140
17 H 2.40 -2.49 -0.97  O8 1.052

Calculated values
- HOMO level (alpha / beta) (eV) = -7.9354 / -7.9359
- multiplicity = 1

Löwdin population analysis, charges in e, atoms 1 to 8: C -0.072; C -0.296; C -0.103; C -0.128; C -0.301; C -0.123; C 0.007; O 0.043



Computed stability ranking, most favorable first: version w, version x, version y



Version w
Entry from the OMol25 dataset: a cluster of 8 separate species, C15H46N2O15 in total (wB97M-V/def2-TZVPD).

Bonds (Å) are listed after each position.
Atoms and positions in Å:
1 N 7.05 9.44 9.09  C2 1.343, H5 1.031, H6 1.017
2 C 7.38 10.08 10.22  N1 1.343, N3 1.381, O4 1.206
3 N 8.55 10.82 10.14  C2 1.381, H7 0.984, H8 1.038
4 O 6.68 10.17 11.20  C2 1.206
5 H 6.21 8.83 9.10  N1 1.031
6 H 7.56 9.63 8.23  N1 1.017
7 H 8.97 11.21 10.93  N3 0.984
8 H 9.16 10.65 9.32  N3 1.038
9 O 13.68 10.09 9.45  C10 1.356, H13 0.974
10 C 12.34 10.23 9.31  O9 1.356, C11 1.496, H14 1.128, H15 1.150
11 C 11.96 10.28 7.87  C10 1.496, O12 1.490, H16 1.061, H17 1.094
12 O 10.48 10.39 7.76  C11 1.490, H18 0.978
13 H 13.88 9.65 10.29  O9 0.974
14 H 11.83 9.32 9.76  C10 1.128
15 H 11.87 11.17 9.79  C10 1.150
16 H 12.35 9.45 7.33  C11 1.061
17 H 12.33 11.19 7.37  C11 1.094
18 H 10.10 9.49 7.84  O12 0.978
19 O 6.92 8.68 14.30  C20 1.456, H23 1.033
20 C 6.22 8.84 15.57  O19 1.456, C21 1.473, H24 1.121, H25 1.136
21 C 5.33 10.01 15.56  C20 1.473, O22 1.414, H26 1.081, H27 1.127
22 O 4.48 9.88 14.44  C21 1.414, H28 0.960
23 H 6.19 8.87 13.59  O19 1.033
24 H 5.66 7.89 15.72  C20 1.121
25 H 6.97 8.81 16.42  C20 1.136
26 H 5.68 11.03 15.56  C21 1.081
27 H 4.66 9.94 16.47  C21 1.127
28 H 4.61 10.62 13.84  O22 0.960
29 O 10.41 7.51 7.00  C30 1.372, H33 0.974
30 C 9.21 6.87 7.13  O29 1.372, C31 1.525, H34 1.099, H35 1.071
31 C 7.99 7.37 6.36  C30 1.525, O32 1.389, H36 1.079, H37 1.117
32 O 7.88 8.75 6.46  C31 1.389, H38 0.974
33 H 10.69 7.54 6.07  O29 0.974
34 H 9.26 5.78 7.16  C30 1.099
35 H 8.80 7.12 8.10  C30 1.071
36 H 7.08 6.96 6.76  C31 1.079
37 H 7.98 7.06 5.28  C31 1.117
38 H 7.67 9.03 5.55  O32 0.974
39 O 9.64 9.86 14.03  C40 1.394, H43 0.959
40 C 10.33 9.06 13.12  O39 1.394, C41 1.497, H44 1.101, H45 1.126
41 C 11.71 9.61 12.96  C40 1.497, O42 1.458, H46 1.058, H47 1.077
42 O 12.42 8.80 11.99  C41 1.458, H48 1.006
43 H 8.80 9.44 14.25  O39 0.959
44 H 10.39 8.01 13.45  C40 1.101
45 H 9.72 9.07 12.17  C40 1.126
46 H 12.11 9.58 13.94  C41 1.058
47 H 11.77 10.61 12.57  C41 1.077
48 H 12.41 7.86 12.36  O42 1.006
49 O 12.40 13.53 9.55  C50 1.458, H53 0.946
50 C 12.12 14.75 10.29  O49 1.458, C51 1.489, H54 1.092, H55 1.093
51 C 10.79 15.28 9.88  C50 1.489, O52 1.399, H56 1.094, H57 1.106
52 O 10.77 15.84 8.60  C51 1.399, H58 0.967
53 H 12.57 13.80 8.66  O49 0.946
54 H 12.10 14.40 11.33  C50 1.092
55 H 12.90 15.49 10.08  C50 1.093
56 H 10.47 15.97 10.67  C51 1.094
57 H 10.15 14.39 9.99  C51 1.106
58 H 10.28 15.27 7.99  O52 0.967
59 O 9.43 12.23 12.49  C60 1.433, H63 0.988
60 C 8.67 13.40 12.81  O59 1.433, C61 1.479, H64 1.120, H65 1.106
61 C 7.21 13.19 12.70  C60 1.479, O62 1.450, H66 1.095, H67 1.095
62 O 6.77 11.94 13.27  C61 1.450, H68 1.048
63 H 9.35 11.58 13.23  O59 0.988
64 H 8.93 13.65 13.87  C60 1.120
65 H 8.94 14.29 12.21  C60 1.106
66 H 6.85 13.27 11.67  C61 1.095
67 H 6.68 13.98 13.25  C61 1.095
68 H 6.78 11.25 12.48  O62 1.048
69 O 9.98 14.16 6.04  C70 1.421, H73 0.985
70 C 8.89 13.29 6.33  O69 1.421, C71 1.541, H74 1.208, H75 1.110
71 C 8.89 12.01 5.47  C70 1.541, O72 1.446, H76 1.080, H77 1.094
72 O 10.18 11.39 5.26  C71 1.446, H78 0.954
73 H 10.75 13.63 5.74  O69 0.985
74 H 8.94 12.99 7.50  C70 1.208
75 H 7.95 13.82 6.07  C70 1.110
76 H 8.58 12.25 4.46  C71 1.080
77 H 8.21 11.25 5.86  C71 1.094
78 H 10.39 11.00 6.10  O72 0.954

Calculated values
- SMILES string = NC(N)=O.OCCO.OCCO.OCCO.OCCO.OCCO.OCCO.OCCO
- HOMO level (eV) = -9.6545
- multiplicity = 1

Löwdin population analysis, charges in e, atoms 1 to 8: N 0.173; C -0.655; N 0.195; O 0.031; H 0.132; H 0.069; H 0.040; H 0.077



Version x
Entry from the OMol25 dataset: a cluster of 8 separate species, C15H46N2O15 in total (wB97M-V/def2-TZVPD).

Bonds (Å) are listed after each position.
Atoms and positions in Å:
1 N -1.20 3.93 21.19  C2 1.377, H5 1.011, H6 0.997
2 C -1.29 5.30 21.33  N1 1.377, N3 1.359, O4 1.229
3 N -0.30 5.84 22.09  C2 1.359, H7 0.999, H8 1.015
4 O -2.28 5.95 21.01  C2 1.229
5 H -2.13 3.56 21.09  N1 1.011
6 H -0.39 3.37 21.34  N1 0.997
7 H 0.55 5.36 22.30  N3 0.999
8 H -0.53 6.78 22.38  N3 1.015
9 O -1.72 3.52 26.79  C10 1.448, H13 0.965
10 C -0.27 3.43 26.72  O9 1.448, C11 1.498, H14 1.090, H15 1.090
11 C 0.10 2.12 26.09  C10 1.498, O12 1.439, H16 1.090, H17 1.093
12 O -0.12 1.08 27.06  C11 1.439, H18 0.957
13 H -2.04 2.76 27.29  O9 0.965
14 H 0.09 4.28 26.15  C10 1.090
15 H 0.07 3.53 27.74  C10 1.090
16 H 1.10 1.96 25.68  C11 1.090
17 H -0.62 1.90 25.29  C11 1.093
18 H 0.67 0.56 27.23  O12 0.957
19 O -5.11 9.10 26.39  C20 1.410, H23 0.962
20 C -6.31 8.46 26.77  O19 1.410, C21 1.537, H24 1.091, H25 1.091
21 C -6.01 7.14 27.50  C20 1.537, O22 1.467, H26 1.090, H27 1.090
22 O -5.51 7.52 28.83  C21 1.467, H28 0.964
23 H -4.66 9.38 27.19  O19 0.962
24 H -6.94 9.03 27.45  C20 1.091
25 H -6.90 8.19 25.89  C20 1.091
26 H -5.27 6.49 27.04  C21 1.090
27 H -6.90 6.60 27.81  C21 1.090
28 H -4.68 7.98 28.67  O22 0.964
29 O -2.33 8.15 25.52  C30 1.426, H33 0.963
30 C -1.11 7.43 25.63  O29 1.426, C31 1.574, H34 1.095, H35 1.086
31 C -1.13 6.95 27.13  C30 1.574, O32 1.391, H36 1.093, H37 1.100
32 O -2.35 6.34 27.40  C31 1.391, H38 0.969
33 H -3.00 7.73 26.06  O29 0.963
34 H -1.29 6.60 24.94  C30 1.095
35 H -0.23 8.01 25.39  C30 1.086
36 H -0.93 7.76 27.84  C31 1.093
37 H -0.26 6.32 27.37  C31 1.100
38 H -2.32 5.43 27.08  O32 0.969
39 O 2.36 7.66 30.99  C40 1.420, H43 0.960
40 C 1.14 8.39 30.88  O39 1.420, C41 1.499, H44 1.097, H45 1.102
41 C -0.11 7.57 30.80  C40 1.499, O42 1.427, H46 1.095, H47 1.088
42 O -0.44 6.95 32.04  C41 1.427, H48 0.962
43 H 3.00 8.32 31.26  O39 0.960
44 H 1.11 9.13 31.68  C40 1.097
45 H 1.15 9.03 29.99  C40 1.102
46 H 0.01 6.85 29.98  C41 1.095
47 H -0.98 8.19 30.59  C41 1.088
48 H 0.27 6.38 32.35  O42 0.962
49 O -2.67 4.94 30.66  C50 1.411, H53 0.964
50 C -3.73 5.54 31.37  O49 1.411, C51 1.542, H54 1.092, H55 1.094
51 C -5.06 4.77 31.26  C50 1.542, O52 1.427, H56 1.095, H57 1.086
52 O -5.68 5.09 30.01  C51 1.427, H58 0.975
53 H -2.84 4.99 29.71  O49 0.964
54 H -3.46 5.50 32.43  C50 1.092
55 H -3.94 6.59 31.14  C50 1.094
56 H -5.71 5.22 32.01  C51 1.095
57 H -4.86 3.70 31.36  C51 1.086
58 H -5.50 6.02 29.78  O52 0.975
59 O -0.55 8.77 22.83  C60 1.438, H63 0.964
60 C -1.75 9.19 22.15  O59 1.438, C61 1.494, H64 1.094, H65 1.091
61 C -1.77 10.65 21.87  C60 1.494, O62 1.456, H66 1.093, H67 1.090
62 O -1.86 11.36 23.14  C61 1.456, H68 0.961
63 H -0.56 9.19 23.69  O59 0.964
64 H -1.70 8.63 21.21  C60 1.094
65 H -2.62 8.73 22.64  C60 1.091
66 H -2.69 10.97 21.38  C61 1.093
67 H -0.93 11.01 21.27  C61 1.090
68 H -1.89 12.30 22.95  O62 0.961
69 O -3.17 3.58 22.43  C70 1.435, H73 0.961
70 C -2.79 4.21 23.66  O69 1.435, C71 1.530, H74 1.094, H75 1.094
71 C -3.83 5.26 24.04  C70 1.530, O72 1.447, H76 1.092, H77 1.090
72 O -3.98 6.22 22.96  C71 1.447, H78 0.967
73 H -3.60 2.78 22.72  O69 0.961
74 H -2.75 3.44 24.44  C70 1.094
75 H -1.76 4.55 23.54  C70 1.094
76 H -3.55 5.85 24.91  C71 1.092
77 H -4.80 4.78 24.18  C71 1.090
78 H -3.25 6.04 22.35  O72 0.967

Calculated values
- SMILES string = NC(N)=O.OCCO.OCCO.OCCO.OCCO.OCCO.OCCO.OCCO
- HOMO level (eV) = -9.3137
- multiplicity = 1

Löwdin population analysis, charges in e, atoms 1 to 8: N 0.140; C -0.651; N 0.170; O 0.032; H 0.084; H 0.096; H 0.100; H 0.073



Computed stability ranking, most favorable first: version w, version x